# 1
ORCA calculation (ωB97M-V/def2-TZVPD) on a 5-piece molecular cluster, C18H48N2O10 overall at a distorted geometry.

Structure (XYZ):
```
78
Properties=species:S:1:pos:R:3:mulliken_charge:R:1
O -2.03976 1.11067 4.05797 -0.6525
O -4.43076 -0.97333 1.43997 -0.4113
O -0.17876 -0.91133 1.69197 -0.3983
O 0.40424 3.10067 -1.22003 -0.4859
O 6.10924 0.12467 -2.15903 -0.3672
O 1.80224 -0.84133 -0.21403 -0.3399
O -3.40176 4.37067 0.95897 -0.4909
O 0.49324 -4.39033 -2.44403 -0.3402
O -5.30076 3.15767 3.78297 -0.5120
O 4.09824 -3.38133 0.91997 -0.5937
N 2.89524 1.55267 -1.28603 -0.3064
N -2.44376 -2.97033 -0.81803 -0.4579
C 6.59024 -0.96233 -2.91603 -0.6999
C -4.15276 -1.86533 0.42197 -0.7972
C -0.43376 0.32367 2.29897 0.7879
C 4.35524 1.41767 -1.29803 -1.1964
C 2.48324 -2.08533 -0.32003 -0.5384
C -0.93176 -4.26033 -2.09403 -0.5535
C -1.56376 -0.03133 3.34397 -0.3824
C 3.70724 -2.05233 0.59897 -0.2995
C 1.02824 2.41667 -0.16303 0.3022
C -2.60976 -1.97933 0.18797 -0.2094
C -1.08476 -3.32333 -0.87403 0.3246
C 1.05324 -3.33833 -3.13203 -0.6242
C -4.18376 0.36267 1.01397 -0.3698
C -3.59276 3.91867 2.28797 0.0563
C -5.05876 3.64267 2.44497 -0.6016
C 2.51924 2.40367 -0.22603 -1.0246
C -0.97376 3.17967 -1.03803 -0.5983
C 4.73324 0.45167 -2.36003 0.6127
H -0.82876 0.99167 1.46797 -0.6703
H -3.26376 4.60267 3.05397 0.3742
H 0.73424 2.87067 0.79897 0.3919
H -1.60176 3.49867 -1.91303 0.3593
H 4.20424 -0.50633 -2.08903 -0.4117
H -4.70676 -1.63333 -0.49103 0.3630
H 7.63124 -1.20633 -2.50903 0.2502
H 4.70824 2.40567 -1.49103 0.4822
H 6.00724 -1.86533 -2.68503 0.2614
H 2.32324 -0.20933 -0.74303 0.1501
H -4.55876 0.58567 -0.00503 0.4483
H 4.47724 0.68767 -3.39903 0.4106
H -2.44476 -0.40033 2.89497 0.0088
H 2.85624 -2.33833 -1.31403 0.1535
H -0.45476 -2.41133 -0.97303 -0.2750
H 3.30124 -3.80033 1.25897 0.3469
H 2.97824 3.38267 -0.36603 0.5228
H -2.20276 -2.28133 1.16297 0.1884
H -0.78276 -3.83533 0.00597 0.2958
H -2.15876 -1.06033 -0.17603 0.2428
H 2.05224 -3.63633 -3.32903 0.2941
H -1.35976 -5.27433 -1.90403 0.2705
H 4.77324 1.16267 -0.38803 0.3750
H -2.60576 -2.37433 -1.66703 0.3367
H -2.90676 1.40967 3.77697 0.3100
H -1.48676 2.39067 -0.58203 0.0388
H 0.66424 1.41567 -0.22103 -0.2397
H 3.38424 -1.58833 1.49897 0.2997
H -5.51976 3.03067 1.71597 0.3770
H 0.49624 0.76667 2.68397 0.5079
H -3.12876 0.55967 0.94497 -0.0404
H 6.63224 -0.87233 -4.00603 0.2928
H 2.63424 2.10067 -2.08403 0.2399
H 2.84824 1.98967 0.73797 0.3974
H 4.51124 -1.42933 0.15697 0.1495
H -1.24476 -0.74833 4.10197 0.3344
H 0.65924 -0.82033 1.21297 0.2126
H 1.83824 -2.90633 -0.05703 0.5908
H -4.52776 -2.77233 0.80097 0.3793
H -1.51576 -3.88833 -2.93603 0.3337
H 0.59824 -3.25433 -4.13103 0.3664
H -6.19976 3.44567 3.99497 0.2923
H 1.15224 -2.31233 -2.73903 0.1449
H -1.03376 4.03167 -0.34303 0.3326
H -3.64276 5.25367 0.86597 0.2924
H -4.69076 1.05267 1.68097 0.0891
H -5.58476 4.54267 2.28097 0.4794
H -2.90576 3.07967 2.55497 -0.1820
```

Computed properties:
* HOMO-LUMO gap: 9.5 eV
* strongest force on any atom: 3.610 eV/Å
* net charge: 0
* M: 452.59 g mol⁻¹
* relative energy (zero: lowest compared OMol25 entry of this formula, charge and spin): 148.61 kcal/mol
* E_LUMO: 0.51 eV
* total energy: -42893.0307 eV

# 2
ORCA calculation (ωB97M-V/def2-TZVPD) on an isolated ion of composition C4H12N2O and charge +1 at a distorted geometry.

Structure (XYZ):
```
19
Properties=species:S:1:pos:R:3:lowdin_spin:R:1
O -0.94369 -0.82425 -1.41563 0.0166
N 0.03414 2.04426 1.36865 0.3284
N 1.77326 0.32081 -0.79269 0.3195
C -0.10273 -1.25492 -0.32291 0.0289
C 0.66019 0.05647 0.06900 0.1133
C -0.97765 -1.69986 0.83945 0.0035
C -0.36716 1.22728 0.28175 0.1112
H 0.55196 -2.00314 -0.77172 0.0034
H 0.65758 2.81509 1.14081 0.0077
H 1.49278 0.17649 -1.75601 0.0093
H -0.66789 2.36022 2.02267 0.0114
H -1.19937 -2.76414 0.80934 0.0013
H -1.39871 0.94801 0.48072 0.0045
H -0.84670 -1.40271 -2.17631 0.0001
H 1.18508 -0.17246 1.00406 0.0090
H -0.49343 1.79327 -0.65495 0.0196
H -0.64435 -1.34155 1.81426 0.0002
H -1.94789 -1.20859 0.71591 -0.0001
H 2.30669 1.15633 -0.57683 0.0122
```

Computed properties:
* HOMO-LUMO gap (spin up / spin down): 11.7 / 5.7 eV
* strongest force on any atom: 3.750 eV/Å
* net charge: +1
* M: 104.15 g mol⁻¹
* relative energy (zero: lowest compared OMol25 entry of this formula, charge and spin): 29.55 kcal/mol
* E_LUMO (spin up / spin down): -2.97 / -8.29 eV
* multiplicity: 2
* total energy: -9361.1363 eV

# 3
ORCA calculation (ωB97M-V/def2-TZVPD) on a 2-piece molecular cluster, C29H34B2BrCl4F9N2O3S overall at a distorted geometry.

Structure (XYZ):
```
85
Properties=species:S:1:pos:R:3:mulliken_charge:R:1
Br 2.70750 -0.29157 -2.92185 -0.1226
Cl 1.65397 2.81399 -5.48300 -0.0166
Cl 3.19541 3.42570 -7.85667 -0.1040
Cl 3.79148 1.04921 -6.31486 -0.0837
Cl 4.41111 3.66421 -5.23984 -0.1049
S -2.97986 0.89731 0.69465 -0.2103
F 6.30874 -1.61878 0.86616 -0.2188
F -1.80322 1.68033 5.05578 -0.2764
F 8.24685 -0.87062 1.69057 -0.2488
F 6.89846 -2.07363 2.93762 -0.2688
F -4.46721 1.95123 3.45218 -0.2658
F 6.27900 0.12391 3.92064 -0.2844
F 6.85286 1.30880 2.05461 -0.3282
F -3.31836 3.57821 4.41977 -0.2891
F -2.65960 0.26228 3.61151 -0.2829
O 0.97847 1.32642 5.37564 -0.6457
O -1.54460 2.32683 -3.26007 -0.5551
O -1.37782 3.47616 -1.12581 -0.5713
N -3.53601 -3.85813 -1.92460 -0.0169
N -0.61413 1.10783 -1.21102 1.6830
C -3.23998 2.63786 3.41345 0.2128
C 3.26293 2.73845 -6.22401 0.2879
C -0.29627 1.38075 0.19592 -0.9504
C -5.02420 -6.06347 -1.30153 -0.4199
C 1.48802 3.81242 4.84034 -0.9589
C -2.89391 -2.58673 -1.71592 0.1278
C 1.14057 1.68318 0.46419 0.1405
C -1.41682 -0.09893 -1.37952 -0.7387
C -2.09384 1.54523 3.72180 0.6200
C -3.36126 -1.63065 -0.69253 -0.5583
C 3.73647 1.12090 2.93565 -0.0296
C 2.14502 1.66075 -0.73278 -1.2535
C -5.76445 -4.97135 -2.15853 -0.6005
C 6.93246 -1.08884 1.96151 0.5667
C -4.84901 -3.74823 -2.62014 -0.4525
C 2.98832 2.30815 2.17285 -1.5602
C 6.17738 0.18895 2.55110 0.8219
C 0.44266 1.96759 2.92899 0.3737
C -1.30394 1.33585 1.26942 0.4235
C -1.72882 -2.27812 -2.58091 -0.8356
C -2.71774 3.17581 -3.38634 -0.6928
C 1.48141 1.97939 1.85731 0.6535
C 4.70101 0.27035 2.01938 -0.7297
C 1.95862 -0.93517 -0.15878 -0.6964
C -0.97189 -1.04311 -2.42790 -0.5536
C -0.95563 1.62858 2.69528 -0.4157
C -4.02763 -6.98038 -2.13294 -1.0221
C -2.59771 -0.39714 -0.54753 0.7711
C 2.70494 0.17099 -0.97977 0.0029
B 0.96416 2.36231 4.39910 0.7620
B -1.17039 2.28528 -1.90640 0.2254
H -5.33731 -2.75062 -2.51983 0.4019
H -3.25760 2.97585 -4.35536 0.2423
H 0.85850 -1.00556 -0.39097 -0.0919
H -3.47651 2.97572 -2.57572 0.2417
H 2.96765 2.41147 -0.63491 0.4625
H -3.16708 3.07267 2.38817 0.2586
H -4.49829 -7.93156 -2.49162 0.3515
H -1.39998 -3.01549 -3.35290 0.2547
H -2.88906 -4.40530 -2.49329 0.2504
H 4.75618 0.70247 0.99206 0.0403
H 2.37569 -1.95323 -0.41659 0.5275
H 2.97640 0.50113 3.48620 -0.0688
H -0.08147 -0.76704 -3.04421 0.2903
H 2.06086 -0.83242 0.95337 0.0724
H -2.21076 3.32352 -0.64067 0.3000
H 4.37804 1.60851 3.72255 0.3714
H 3.06727 3.23367 2.80868 0.4571
H 1.27525 3.94103 5.94206 0.2796
H -4.63432 -3.90346 -3.72385 0.2296
H -4.54657 -5.65647 -0.36725 0.2633
H 2.61168 3.84189 4.75125 0.3200
H -6.26989 -5.49324 -3.01048 0.3159
H 3.58360 2.51868 1.24998 0.3923
H 1.20750 0.52982 4.85668 0.3456
H -2.47330 4.26526 -3.34591 0.2926
H 1.04771 4.62504 4.21104 0.3196
H 3.78041 0.13216 -0.67398 0.4511
H -3.17062 -7.24601 -1.44489 0.2516
H -4.25052 -1.82824 -0.04575 0.4527
H 1.60914 1.91847 -1.69002 0.1584
H 4.30698 -0.78731 2.02740 0.3861
H -3.54233 -6.41701 -2.98397 0.2379
H -6.56073 -4.53116 -1.48653 0.2777
H -5.83002 -6.76361 -0.92292 0.3542
```

Computed properties:
* HOMO-LUMO gap: 8.2 eV
* strongest force on any atom: 3.499 eV/Å
* net charge: 0
* M: 904.99 g mol⁻¹
* E_LUMO: -0.13 eV
* total energy: -196525.8709 eV

# 4
ORCA calculation (ωB97M-V/def2-TZVPD) on C35H38F5N4P2Ti as an isolated structure at a distorted geometry.

Structure (XYZ):
```
85
Properties=species:S:1:pos:R:3:mulliken_charge:R:1
Ti 0.97465 -0.26107 -0.63206 -0.9888
P -1.00279 1.31425 0.27729 1.8649
P -0.70426 -2.03248 0.24494 1.7204
F 6.57490 -2.64732 2.03350 -0.2487
F 3.73046 4.09645 0.28450 -0.3514
F 6.88714 -3.89342 0.28480 -0.2421
F 3.48558 1.33974 4.00954 -0.3596
F 7.52031 -1.81779 0.26427 -0.2674
N -2.91144 -1.96646 1.84008 -0.2771
N 1.67827 1.10666 -1.94804 1.5280
N -3.24337 0.80161 1.75940 0.0506
N 2.69191 -1.52154 -0.78729 0.4703
C -6.07136 -0.16362 3.82179 -0.5596
C -2.09862 -1.20576 1.15641 -0.3201
C 2.82799 -2.42260 0.19521 0.0415
C -2.00810 2.53816 -0.74180 1.8270
C 3.82656 -1.06870 -1.35714 -0.3687
C -3.94056 -1.37211 2.49267 0.3316
C 5.20233 -2.25984 0.15947 0.3017
C 6.56749 -2.65506 0.69341 0.7619
C -0.49115 -3.44610 -2.12728 -1.8749
C -1.01502 3.24979 -1.66895 -1.7423
C -4.85234 -2.17164 3.23353 -0.4072
C -1.43874 -2.47413 -1.41655 2.1590
C 2.61426 2.00349 0.04976 -0.4054
C -2.25654 0.22284 1.12461 -1.1552
C 2.45569 0.60596 2.03581 -0.9935
C 3.60564 2.74366 2.15407 -0.9804
C -2.82960 -3.09664 -1.32974 -1.7858
C 1.50405 1.07157 -3.29773 -0.9219
C 5.08534 -1.40142 -0.92643 -0.9345
C 3.17880 1.54707 2.71919 0.3983
C 3.30832 2.93765 0.83240 0.9905
C -2.68182 3.60293 0.13625 -1.8301
C -0.50852 2.31434 1.72175 -1.6956
C -3.08416 1.85477 -1.59094 -1.8332
C 4.06882 -2.78789 0.71870 -1.2358
C 2.13526 0.81642 0.67993 1.2584
C -1.51599 -1.14704 -2.16622 -2.4675
C -4.11613 0.01976 2.44122 0.0956
C 2.60816 3.14754 -3.56634 -0.9913
C -5.20817 0.62009 3.12543 -0.6036
C 2.82217 3.18987 -2.21103 -0.5289
C -0.58912 -3.63144 1.11035 -1.6544
C 2.37727 2.14728 -1.38255 -0.0698
C 1.95318 2.05462 -4.13334 -0.7226
C -5.89023 -1.57797 3.87732 -0.5729
H -0.53141 -0.65214 -2.21251 0.2246
H -2.65804 1.32886 -2.44557 0.3829
H -3.53905 -2.47734 -0.78062 0.3604
H -1.38243 2.71300 2.23091 0.5892
H 0.05598 1.68423 2.40735 0.4532
H 0.97552 0.21077 -3.68996 0.4109
H -0.82833 -3.58740 -3.15742 0.4626
H 0.54093 -3.08828 -2.15883 0.1934
H 0.09011 -4.28804 0.56784 0.4699
H -2.21635 -0.47677 -1.67930 0.3116
H -3.70739 1.16331 -1.02087 0.3092
H 2.13368 -0.27615 2.57816 0.4849
H -0.19534 -3.48226 2.11614 0.4277
H -6.59012 -2.18137 4.44033 0.4059
H -1.82149 -1.27308 -3.20852 0.7131
H -1.56594 -4.10295 1.20061 0.4866
H -0.21796 3.75351 -1.11549 0.3341
H 5.95229 -0.97532 -1.41023 0.5364
H -0.49074 -4.42602 -1.64989 0.4528
H -3.22395 -3.23889 -2.34037 0.4779
H 3.70293 -0.37790 -2.17926 0.4687
H -6.90626 0.28386 4.34486 0.4130
H 1.92433 -2.86310 0.58642 0.2175
H -3.25203 4.26102 -0.52431 0.5551
H 0.14700 3.12702 1.40543 0.3827
H -1.54818 4.01729 -2.23720 0.6050
H -4.69446 -3.24159 3.26010 0.4733
H -0.55514 2.56515 -2.38253 0.2583
H -3.74507 2.62588 -1.99299 0.5198
H -2.79779 -4.07728 -0.85281 0.3804
H -3.36786 3.17305 0.86489 0.2644
H -5.32190 1.69478 3.07251 0.4755
H -1.95883 4.22358 0.66407 0.3685
H 1.78820 1.97172 -5.19818 0.5142
H 2.96045 3.95867 -4.19066 0.4664
H 4.15572 3.47921 2.72181 0.5444
H 3.35067 4.01664 -1.76865 0.6913
H 4.11177 -3.49019 1.54059 0.5049
```

Computed properties:
* HOMO-LUMO gap (spin up / spin down): 5.6 / 5.6 eV
* strongest force on any atom: 1.747 eV/Å
* net charge: +1
* M: 719.52 g mol⁻¹
* E_LUMO (spin up / spin down): -3.15 / -3.15 eV
* total energy: -98148.2871 eV

# 5
ORCA calculation (ωB97M-V/def2-TZVPD) on a 2-piece molecular cluster, C2Cl2F2I2 overall at a distorted geometry.

Structure (XYZ):
```
8
Properties=species:S:1:pos:R:3:nbo_charge:R:1
I 1.31422 -1.58761 -1.62990 0.2031
I 2.13014 0.93275 1.10662 0.2611
Cl -1.19608 1.35858 1.31771 0.0537
Cl -1.87595 -1.00981 -1.19679 0.0102
F -0.18705 0.94390 -1.52949 -0.3533
F -0.10472 -0.69047 1.89959 -0.3618
C 0.15909 0.34769 1.04358 0.0700
C -0.23964 -0.29502 -1.01132 0.1170
```

Computed properties:
* HOMO-LUMO gap: 8.7 eV
* strongest force on any atom: 4.061 eV/Å
* net charge: 0
* M: 386.73 g mol⁻¹
* relative energy (zero: lowest compared OMol25 entry of this formula, charge and spin): 0.77 kcal/mol
* E_LUMO: -0.62 eV
* total energy: -48752.3488 eV

# 6
ORCA calculation (ωB97M-V/def2-TZVPD) on an isolated ion of composition C2H6N3O and charge +1 at a distorted geometry.

Structure (XYZ):
```
12
Properties=species:S:1:pos:R:3:nbo_charge:R:1
O 1.08914 -0.73525 0.80706 -0.2275
N 1.68528 0.14142 0.19459 0.3410
N -1.25513 -1.61130 -0.07657 -0.7955
N 1.31743 1.02180 -0.48359 -0.0284
C -0.49361 -0.91989 0.91685 0.0429
C 0.99468 2.01870 -1.10752 -0.0161
H -0.88443 0.09627 1.10213 0.1913
H -0.65735 -1.47939 1.77255 0.2260
H 1.18947 2.08657 -2.13959 0.2397
H -1.71100 -2.37145 0.35727 0.3906
H 0.68933 2.93308 -0.73100 0.2400
H -1.96381 -1.18056 -0.61217 0.3959
```

Computed properties:
* HOMO-LUMO gap: 9.6 eV
* strongest force on any atom: 4.318 eV/Å
* net charge: +1
* M: 88.09 g mol⁻¹
* relative energy (zero: lowest compared OMol25 entry of this formula, charge and spin): 153.92 kcal/mol
* E_LUMO: -5.17 eV
* total energy: -8676.5425 eV